# 1
15
Properties=species:S:1:pos:R:3 method="wB97M-V/def2-TZVPD" smiles="C1=CC1.C=O.C=O" homo_energy_ev=-9.344 de_lowest_ev=4.716 fmax_ev_per_a=0.57 orbital_gap_ev=10.02 lumo_energy_ha=0.025 total_charge=0 spin_multiplicity=1
C 1.13974 -1.53255 0.31258
C 0.69078 -1.21103 -1.08131
O -1.93568 0.09445 -0.25536
C -1.81355 -0.12633 0.92661
C -0.23995 2.15347 -0.33111
O 0.46573 1.91681 0.62086
C 1.71767 -0.55075 -0.65679
H 0.56924 -1.16087 1.17436
H 1.65903 -2.47303 0.51957
H -0.05025 -1.41153 -1.83900
H -2.21693 -1.04384 1.39213
H -1.29012 0.58319 1.59293
H -0.04836 1.72476 -1.33014
H -1.11540 2.82614 -0.25125
H 2.46805 0.21113 -0.79408

=====

# 2
37
Properties=species:S:1:pos:R:3 method="wB97M-V/def2-TZVPD" homo_energy_ev=-7.274 de_lowest_ev=3.506 fmax_ev_per_a=3.29 orbital_gap_ev=7.73 lumo_energy_ha=0.017 total_charge=0 spin_multiplicity=1
C 0.83999 1.86938 -2.60347
C 0.15264 0.70862 -1.85142
C -1.24442 0.93950 -1.66421
N -2.39446 1.17231 -1.54018
C 0.46758 -0.65648 -2.34416
C 1.76710 -0.98472 -2.82134
C 2.17406 -2.30744 -2.93132
C 1.26113 -3.35219 -2.70682
C -0.06040 -3.04384 -2.33875
C -0.46120 -1.71729 -2.20463
H 1.81059 1.61249 -3.05707
H 0.21856 2.25707 -3.43345
H 1.00436 2.71103 -1.90689
H 2.48349 -0.18499 -3.05154
H 3.21369 -2.53265 -3.18401
H 1.58117 -4.38247 -2.78509
H -0.77140 -3.84720 -2.14187
H -1.51480 -1.50352 -1.96906
C 1.58207 -0.47507 2.12999
N 0.56626 0.35782 1.45946
C -0.56797 0.75461 2.25402
C -1.80089 0.23263 1.85354
C -2.94156 0.50128 2.62678
C -2.84913 1.36331 3.72106
C -1.63480 1.93986 4.07725
C -0.46431 1.60801 3.37801
C 0.70104 0.77297 0.16369
H 1.17436 -0.83547 3.07887
H 1.82863 -1.33948 1.50359
H 2.48923 0.09612 2.34846
H -1.82855 -0.38447 0.95943
H -3.88297 0.02838 2.33518
H -3.75661 1.59711 4.29372
H -1.58326 2.65686 4.90885
H 0.50004 2.02705 3.65590
H 0.23318 1.74967 -0.00052
H 1.70757 0.59119 -0.21201

=====

# 3
17
Properties=species:S:1:pos:R:3 method="wB97M-V/def2-TZVPD" homo_energy_ev=-8.214 de_lowest_ev=1.894 fmax_ev_per_a=4.74 orbital_gap_ev=8.78 lumo_energy_ha=0.021 total_charge=0 spin_multiplicity=1
C 2.00350 -0.84100 -0.63973
C -1.13000 2.24261 1.03684
C 0.86982 -1.51257 0.07862
C -0.63349 0.83910 0.87050
O -0.36751 -1.62420 -0.69031
F -0.67975 0.25963 -2.33963
P -1.05407 -0.19443 -0.70233
Br -1.96791 -0.43061 1.71413
H 2.25958 -1.28999 -1.74042
H 1.80654 0.14588 -0.87088
H 2.95129 -0.98666 -0.19709
H -2.10656 2.32379 0.65131
H -0.93452 2.26851 2.13170
H -0.42521 2.83287 0.42908
H 0.58248 -0.89168 1.04383
H 1.14535 -2.57801 0.40172
H -2.31955 -0.56324 -1.17735

=====

# 4
77
Properties=species:S:1:pos:R:3 method="wB97M-V/def2-TZVPD" homo_energy_ev=-1.138 de_lowest_ev=1.041 fmax_ev_per_a=5.69 orbital_gap_ev=5.26 lumo_energy_ha=0.152 total_charge=-2 spin_multiplicity=1
O -27.84483 -19.10719 -0.22772
H -27.62197 -18.18091 -0.10965
H -28.33048 -19.43544 0.53254
H -28.26920 -19.27229 -1.07285
C -28.93287 -22.00211 2.51552
C -29.03489 -20.56893 3.04068
C -27.72885 -20.25227 3.81171
O -29.30193 -19.56667 2.10111
H -28.16732 -22.13079 1.75035
H -29.82184 -22.25533 1.93784
H -28.77920 -22.74686 3.29643
H -29.87635 -20.50441 3.73053
H -27.75422 -19.26446 4.27180
H -26.88149 -20.32161 3.12961
H -27.57073 -20.96103 4.62458
C -29.59676 -14.26438 -0.47168
F -30.81619 -14.58626 -0.88953
F -28.73887 -14.22634 -1.53004
F -29.62994 -13.08363 0.18933
S -28.99046 -15.66044 0.81262
O -28.14702 -16.60492 0.08172
O -28.28615 -14.97044 1.87635
O -30.16136 -16.35352 1.41230
C -33.31864 -20.92872 2.59196
F -32.70347 -20.68608 3.77906
F -32.45861 -21.46298 1.75533
F -34.34870 -21.72165 2.66052
S -33.80920 -19.14724 1.90966
O -34.85449 -19.39249 0.91074
O -34.33218 -18.37597 2.99631
N -32.27207 -18.40581 1.41821
S -32.31759 -18.52720 -0.08911
O -31.00820 -18.15771 -0.57262
O -32.76159 -19.78448 -0.68116
C -33.44127 -17.13660 -0.79432
F -34.73010 -17.50621 -0.72969
F -33.31002 -15.98450 -0.07992
F -33.04249 -16.84882 -2.05749
C -24.34232 -17.01083 -0.20204
C -24.98221 -16.62295 1.13116
C -25.60085 -17.86707 1.66008
O -25.36061 -18.81078 0.64728
C -24.21916 -18.50344 -0.13086
H -23.35621 -16.54653 -0.21317
H -24.90371 -16.66710 -1.07083
H -25.67944 -15.80639 0.94347
H -24.19695 -16.26478 1.79687
H -26.67956 -17.83062 1.81220
H -25.03091 -18.21763 2.52053
H -24.33209 -18.88831 -1.14438
H -23.34301 -18.84362 0.42117
C -28.75774 -16.78258 -4.33585
C -27.54816 -17.64077 -4.68642
C -27.08031 -18.02893 -3.28071
O -28.28925 -18.36356 -2.62975
C -29.27549 -17.42264 -3.05507
H -29.43663 -16.63775 -5.17622
H -28.46617 -15.79813 -3.96990
H -26.74895 -17.17118 -5.25988
H -27.88135 -18.52075 -5.23662
H -26.39551 -17.30814 -2.83392
H -26.47263 -18.93110 -3.35081
H -29.55250 -16.81216 -2.19561
H -30.12927 -18.07141 -3.25071
C -30.02804 -22.38004 -3.40412
C -30.98596 -22.28351 -2.14403
C -29.99549 -21.98644 -1.01182
O -29.12874 -21.09123 -1.65584
C -28.98619 -21.26978 -3.08529
H -30.49487 -22.12449 -4.35536
H -29.51096 -23.32352 -3.57895
H -31.53036 -23.22252 -2.04406
H -31.69534 -21.45982 -2.22411
H -29.32809 -22.81776 -0.78472
H -30.53294 -21.55745 -0.16611
H -27.97693 -21.62688 -3.29015
H -29.13458 -20.36986 -3.68214

=====

# 5
148
Properties=species:S:1:pos:R:3 method="wB97M-V/def2-TZVPD" homo_energy_ev="0.501 / -7.193" de_lowest_ev=2.312 fmax_ev_per_a=3.91 orbital_gap_ev="1.45 / 9.10" lumo_energy_ha="0.072 / 0.070" total_charge=-1 spin_multiplicity=2
C 2.93421 1.69661 -3.07784
C 3.12433 2.80091 -2.03315
O 2.91237 4.12696 -2.54619
O 1.55512 1.62147 -3.59152
H 3.29945 0.73525 -2.71662
H 3.59655 2.03508 -3.87461
H 4.19960 2.82907 -1.85678
H 2.63065 2.72635 -1.06423
H 1.96600 4.26904 -2.62239
H 1.36308 2.43407 -4.06522
C -0.92718 -4.51607 -4.28148
C -1.60799 -3.16446 -4.60710
O -2.18554 -2.56400 -3.50833
O -0.24668 -5.07287 -5.37628
H -1.62714 -5.26734 -3.91575
H -0.26988 -4.32228 -3.43382
H -2.42354 -3.24562 -5.32569
H -0.93011 -2.49039 -5.13076
H -1.53080 -2.00824 -3.07933
H 0.63367 -4.69641 -5.44608
C -1.82510 1.13172 -4.06201
C -2.92856 1.67498 -5.09943
O -3.15381 3.13377 -4.89997
O -2.13562 1.25456 -2.66563
H -0.87893 1.65727 -4.19112
H -1.50792 0.11853 -4.30887
H -3.89343 1.16811 -5.08588
H -2.62596 1.54954 -6.13904
H -3.75161 3.16433 -4.14944
H -1.40077 1.53741 -2.11645
C -0.93713 -0.44468 3.74836
C -2.15825 -1.01116 2.86901
O -2.14011 -0.27762 1.65187
O -1.40045 0.76245 4.39437
H 0.07838 -0.29120 3.38328
H -0.90776 -1.14421 4.58375
H -3.15114 -0.96507 3.31640
H -1.98145 -2.02105 2.49892
H -2.89139 -0.53281 1.11144
H -2.05179 0.51018 5.05294
C -5.35177 -0.39831 -0.84427
C -4.25269 -1.52361 -0.87641
O -3.81415 -1.96768 0.36794
O -6.71016 -0.77669 -0.71923
H -5.22538 0.38673 -1.58982
H -5.08911 0.17602 0.04412
H -3.40615 -1.12108 -1.43269
H -4.69247 -2.36529 -1.41145
H -3.27425 -2.73997 0.18441
H -7.15772 -0.16865 -0.12630
C -3.08428 3.04218 1.20826
C -1.75886 3.20904 2.07892
O -0.88422 2.21334 1.68699
O -3.90146 2.07253 1.90401
H -2.78941 2.60394 0.25479
H -3.60014 3.95961 0.92488
H -1.85969 3.23461 3.16395
H -1.21087 4.11545 1.82160
H -1.14425 1.42108 2.16270
H -3.43396 1.23697 1.83415
C 4.87179 -1.71407 0.90819
C 4.51800 -1.72601 -0.53242
O 5.14727 -2.80246 -1.13212
O 4.06216 -0.68758 1.59011
H 5.94321 -1.60946 1.07915
H 4.65080 -2.68843 1.34394
H 4.81720 -0.81370 -1.04843
H 3.43214 -1.79232 -0.46437
H 5.21588 -2.54574 -2.05460
H 4.59766 0.10718 1.53366
C 1.04160 0.29858 -0.32801
C 0.34946 -0.87205 -1.03530
O 0.31865 -0.81459 -2.45955
O 0.35859 1.49943 -0.44026
H 2.01929 0.44531 -0.78701
H 1.35482 0.08622 0.69419
H -0.70024 -0.77700 -0.75746
H 0.69791 -1.79150 -0.56487
H 0.50058 0.05590 -2.82113
H -0.12467 1.51299 0.38913
C 2.91606 3.31127 1.43019
C 2.86037 3.63285 2.92601
C 3.15025 5.17538 3.09393
O 3.43842 5.44300 4.45420
C 3.26903 6.85813 4.78931
N 1.67218 3.20772 3.63682
H 2.31897 3.97706 0.80705
H 2.75159 2.24756 1.25827
H 3.96254 3.40511 1.14002
H 3.76770 3.12385 3.25123
H 2.35447 5.83028 2.73906
H 4.05380 5.35799 2.51225
H 3.48538 7.57193 3.99446
H 3.93493 6.95003 5.64735
H 2.24331 7.11023 5.05846
H 1.55612 3.84809 4.40919
H 0.80963 3.36256 3.13468
C -2.82906 -4.93499 2.11619
C -1.70701 -4.75063 1.02476
C -0.79883 -6.06878 0.72640
O 0.52025 -5.75666 0.19035
C 1.46894 -6.77318 0.35891
N -2.31497 -4.20292 -0.16349
H -3.58991 -5.63082 1.76261
H -3.34875 -4.07355 2.53567
H -2.38644 -5.45638 2.96492
H -1.10354 -3.94290 1.43887
H -1.35654 -6.75994 0.09445
H -0.65197 -6.48409 1.72342
H 1.60273 -6.74691 1.44035
H 2.46025 -6.55458 -0.03808
H 1.22900 -7.80707 0.11073
H -2.51730 -4.96260 -0.79756
H -1.51175 -3.76546 -0.59195
C 0.28404 -4.23582 6.30654
C 0.81574 -5.27640 5.22799
C 1.42460 -4.65825 3.94888
O 0.57541 -3.68176 3.33298
C 1.01042 -2.73879 2.33624
N 1.85228 -6.14173 5.85486
H 1.07897 -3.53119 6.55082
H 0.19165 -4.56450 7.34168
H -0.61392 -3.74684 5.92885
H -0.13550 -5.67815 4.87892
H 1.68781 -5.36015 3.15759
H 2.25954 -4.05839 4.31102
H 1.61161 -3.23038 1.57139
H 1.65305 -1.96230 2.75121
H 0.13176 -2.28111 1.88170
H 2.19776 -6.84601 5.21866
H 2.62211 -5.69976 6.33665
C 0.74804 6.13785 -5.55498
C -0.19559 5.09999 -4.99117
C -0.69246 5.32002 -3.54542
O 0.26102 5.11594 -2.48472
C -0.35821 4.64367 -1.26309
N -1.27806 5.20073 -5.94665
H 1.69783 6.00781 -5.03623
H 0.25746 7.11121 -5.55388
H 0.99412 5.93275 -6.59684
H 0.19284 4.10057 -5.18708
H -1.63454 4.82540 -3.30891
H -1.07000 6.34201 -3.51212
H -0.68153 3.60284 -1.27910
H -1.15494 5.30634 -0.92516
H 0.43603 4.69260 -0.51818
H -1.14467 5.03470 -6.93394
H -1.98894 4.59243 -5.56624

=====

# 6
8
Properties=species:S:1:pos:R:3 method="wB97M-V/def2-TZVPD" homo_energy_ev="-9.436 / -8.323" de_lowest_ev=4.131 fmax_ev_per_a=3.19 orbital_gap_ev="9.42 / 8.05" lumo_energy_ha="-0.001 / -0.010" total_charge=0 spin_multiplicity=1
C 0.97751 1.17894 -0.10602
C -1.11617 -1.27022 -0.09511
N 1.17657 -0.02669 -0.11100
Br -2.04754 0.29025 0.03551
H 1.46509 1.99495 0.49991
H 0.03412 1.62800 -0.42343
H -0.79320 -1.50249 -1.07939
H -1.19539 -2.01461 0.57916